# 1
Molecular formula: C28H44Ge2N2OTi
Method: DFT, ωB97M-V with the def2-TZVPD basis set

Structure (XYZ):
```
78
Properties=species:S:1:pos:R:3:lowdin_spin:R:1
Ti 0.22 1.18 0.83 1.765
C 4.97 0.39 1.37 0.001
C 3.51 0.83 1.30 0.007
Ge 2.50 -0.35 0.05 0.022
C 2.96 0.12 -1.84 0.010
C 4.24 -0.59 -2.28 0.002
C 2.93 -2.22 0.36 -0.001
C 1.85 -2.89 0.78 0.000
Ge 0.40 -1.57 0.80 0.028
C -0.29 -0.82 2.53 0.032
C -1.07 -1.83 3.39 0.006
C -1.03 -1.75 -0.55 0.005
C -1.86 -3.04 -0.40 0.002
C 1.73 -4.31 1.14 0.000
C 0.53 -4.79 1.65 0.000
C 0.39 -6.12 2.01 0.000
C 1.45 -6.99 1.85 0.000
C 2.65 -6.53 1.33 0.000
C 2.80 -5.20 0.98 0.000
H 5.52 1.00 2.10 0.000
H 5.47 0.50 0.41 0.000
H 5.06 -0.65 1.68 0.000
H 3.44 1.87 0.98 0.001
H 3.06 0.76 2.30 0.001
H 3.10 1.20 -1.95 0.000
H 2.15 -0.18 -2.50 0.000
H 5.11 -0.28 -1.69 0.000
H 4.46 -0.38 -3.33 0.001
H 4.15 -1.68 -2.18 0.000
H 3.90 -2.69 0.22 0.000
H -0.98 0.02 2.32 0.001
H 0.56 -0.45 3.11 0.005
H -1.93 -2.22 2.85 0.001
H -1.44 -1.36 4.30 0.002
H -0.43 -2.67 3.67 0.000
H -0.55 -1.74 -1.53 0.000
H -1.69 -0.88 -0.48 0.001
H -1.23 -3.92 -0.51 0.000
H -2.63 -3.08 -1.17 0.000
H -2.35 -3.09 0.57 0.000
H -0.31 -4.11 1.78 0.000
H -0.56 -6.47 2.41 0.000
H 1.34 -8.03 2.12 0.000
H 3.48 -7.21 1.20 0.000
H 3.74 -4.86 0.57 0.000
O 0.91 2.46 2.37 0.030
H 1.17 3.39 2.29 0.003
H 0.88 2.26 3.32 0.004
N -0.82 3.67 -3.39 0.000
C -0.30 2.27 -3.51 0.000
C -0.27 1.64 -2.13 0.004
N 0.54 2.40 -1.15 0.023
C 0.10 3.80 -1.11 0.005
C 0.06 4.47 -2.47 0.001
H -1.77 3.64 -3.01 0.000
H -0.88 4.11 -4.30 0.000
H 0.69 2.34 -3.97 0.000
H -0.96 1.71 -4.18 0.000
H 0.13 0.62 -2.21 0.001
H -1.28 1.57 -1.73 0.000
H 1.52 2.35 -1.43 0.005
H 0.78 4.37 -0.47 0.001
H -0.88 3.81 -0.63 0.001
H 1.04 4.52 -2.95 0.000
H -0.35 5.48 -2.39 0.000
C -1.83 1.76 0.55 -0.009
C -2.99 2.09 0.40 0.026
C -4.36 2.49 0.19 0.004
C -4.66 3.77 -0.27 0.004
C -5.97 4.15 -0.47 0.000
C -7.00 3.26 -0.22 0.004
C -6.71 1.98 0.24 0.000
C -5.40 1.60 0.45 0.004
H -3.86 4.48 -0.44 0.000
H -6.20 5.15 -0.82 0.000
H -8.03 3.56 -0.37 0.000
H -7.51 1.28 0.45 0.000
H -5.17 0.61 0.82 0.000
```

2S+1	3
calculated total energy	-6280.7482	Ha
net charge	+2
relative energy (zero: lowest compared OMol25 entry of this formula, charge and spin)	0.088	eV
expectation value of S²	2.01
LUMO (alpha / beta)	-0.19340 / -0.19427	Ha



# 2
Molecular formula: C24H34N4O8PRuS2Te
Method: DFT, ωB97M-V with the def2-TZVPD basis set

Structure (XYZ):
```
75
Properties=species:S:1:pos:R:3:lowdin_spin:R:1
Ru 0.15 0.49 -0.45 3.818
N 0.85 2.75 -1.16 0.110
C 0.35 3.90 -0.39 0.008
C -1.13 3.72 -0.04 0.003
C -1.29 2.71 1.10 0.023
O -1.55 3.05 2.23 0.034
O -1.14 1.45 0.74 0.247
H 1.86 2.77 -1.22 0.002
H 0.51 2.81 -2.12 0.004
H 0.49 4.83 -0.94 0.004
H 0.94 3.96 0.53 0.000
H -1.67 3.38 -0.93 -0.001
H -1.56 4.67 0.29 0.000
C -3.03 -3.94 -1.39 0.000
C -3.90 -2.80 -1.86 0.001
O -3.09 -1.78 -2.51 0.010
P -2.52 -0.57 -1.65 0.023
O -1.96 -0.97 -0.33 0.079
Te -0.82 0.37 -3.04 0.266
O -3.74 0.42 -1.42 0.003
C -4.47 0.99 -2.53 0.003
C -4.37 2.49 -2.47 0.001
H -3.65 -4.71 -0.94 0.000
H -2.31 -3.59 -0.64 0.000
H -2.48 -4.37 -2.22 0.000
H -4.46 -2.34 -1.04 0.000
H -4.61 -3.12 -2.62 0.000
H -5.50 0.65 -2.43 0.000
H -4.07 0.60 -3.47 0.003
H -4.65 2.85 -1.48 0.000
H -5.03 2.94 -3.21 0.000
H -3.35 2.82 -2.68 0.001
C 4.24 -5.09 -3.77 0.000
C 2.78 -5.50 -3.80 0.000
N 1.94 -4.62 -2.97 0.000
C 1.02 -3.75 -3.68 0.000
C 1.73 -2.67 -4.49 0.002
C 1.99 -4.83 -1.64 0.001
O 2.64 -5.75 -1.15 0.000
C 1.27 -3.91 -0.69 0.002
C 0.76 -4.46 0.48 0.001
C 0.17 -3.62 1.42 0.002
C 0.13 -2.27 1.16 0.009
N 0.64 -1.74 0.05 0.087
C 1.20 -2.54 -0.85 0.010
H 4.83 -5.76 -4.40 0.000
H 4.63 -5.15 -2.76 0.000
H 4.38 -4.07 -4.13 0.000
H 2.67 -6.52 -3.44 0.000
H 2.38 -5.46 -4.81 0.000
H 0.32 -3.31 -2.98 0.001
H 0.42 -4.37 -4.35 0.000
H 2.34 -2.03 -3.86 0.000
H 0.99 -2.04 -5.00 0.002
H 2.37 -3.11 -5.25 0.000
H 0.84 -5.52 0.64 0.000
H -0.24 -4.01 2.34 0.000
H -0.35 -1.58 1.85 0.001
H 1.64 -2.05 -1.71 0.001
O 3.75 -1.03 -2.42 0.001
S 3.55 0.32 -1.98 0.011
O 3.17 1.29 -2.97 0.000
N 2.48 0.39 -0.73 0.074
C 3.00 0.91 0.37 0.013
S 2.00 1.29 1.66 0.118
C 4.46 1.17 0.26 0.003
C 5.33 1.64 1.23 0.003
C 6.66 1.82 0.88 0.000
C 7.11 1.54 -0.41 0.001
C 6.23 1.07 -1.39 0.001
C 4.92 0.89 -1.01 0.005
H 4.97 1.86 2.23 0.002
H 7.37 2.18 1.61 0.000
H 8.15 1.69 -0.66 0.000
H 6.57 0.85 -2.39 0.000
```

2S+1	6
calculated total energy	-3256.6203	Ha
net charge	0
relative energy (zero: lowest compared OMol25 entry of this formula, charge and spin)	0.470	eV
expectation value of S²	8.76
LUMO (alpha / beta)	-0.01727 / -0.05057	Ha



# 3
Molecular formula: C7H12
Method: DFT, ωB97M-V with the def2-TZVPD basis set

Structure (XYZ):
```
19
Properties=species:S:1:pos:R:3:mulliken_charge:R:1
C 2.45 -2.11 -1.37 -0.799
C 1.96 -1.20 -0.51 -0.261
C 0.83 -0.33 -0.72 -0.296
C -0.01 0.41 0.35 0.595
C 0.45 0.83 1.56 -1.169
C -1.37 0.68 -0.17 -0.255
C -2.41 1.43 0.61 -1.502
H 3.28 -2.72 -1.00 0.267
H 1.84 -2.35 -2.23 0.283
H 2.32 -1.33 0.53 0.190
H -0.06 -0.96 -1.19 0.254
H 1.11 0.52 -1.24 0.341
H 1.30 0.53 2.08 0.354
H -0.26 1.19 2.22 0.345
H -1.82 -0.37 -0.41 0.260
H -1.20 1.04 -1.23 0.291
H -2.21 2.45 1.06 0.316
H -2.76 0.78 1.40 0.391
H -3.43 1.52 0.25 0.395
```

calculated total energy	-273.8065	Ha
net charge	0
relative energy (zero: lowest compared OMol25 entry of this formula, charge and spin)	2.777	eV
LUMO	0.03776	Ha
SMILES string	C=CCC(=C)CC